Record 1
Computed, not measured: 3 unconnected molecules or ions with the total composition C3H14NO2, with ωB97M-V/def2-TZVPD.

Last columns: bonded neighbours and bond lengths (Å).
Cartesian coordinates (Å):
1 C 0.244 -0.670 -0.969  C2 1.518, N4 1.523, H5 1.086, H6 1.095
2 C -0.226 0.770 -0.881  C1 1.518, C3 1.549, H7 1.080, H8 1.088
3 C -1.623 0.951 -1.526  C2 1.549, H9 1.099, H10 1.081, H11 1.091
4 N 1.082 -1.158 0.205  C1 1.523, H12 1.031, H13 1.055, H14 1.016
5 H 0.908 -0.805 -1.818  C1 1.086
6 H -0.483 -1.483 -1.062  C1 1.095
7 H -0.220 1.249 0.088  C2 1.080
8 H 0.440 1.334 -1.532  C2 1.088
9 H -2.333 0.377 -0.914  C3 1.099
10 H -1.619 0.672 -2.571  C3 1.081
11 H -1.932 1.951 -1.218  C3 1.091
12 H 0.474 -1.607 0.907  N4 1.031
13 H 1.481 -0.352 0.758  N4 1.055
14 H 1.822 -1.818 -0.019  N4 1.016
15 H 2.791 0.874 1.670  O17 0.977
16 H 1.873 2.044 1.779  O17 0.971
17 O 1.924 1.181 1.338  H15 0.977, H16 0.971
18 H -2.042 -0.880 1.397  O20 0.962
19 H -1.379 -1.584 2.572  O20 0.964
20 O -1.183 -1.045 1.798  H18 0.962, H19 0.964

Results
total charge = +1
Kohn-Sham gap = 12.30 eV

Record 2
Computed, not measured: C4H5NO in the gas phase, with ωB97M-V/def2-TZVPD.

Last columns: bonded neighbours and bond lengths (Å).
Cartesian coordinates (Å):
1 N -0.149 -1.174 1.809  C2 1.264, H7 1.017
2 C -0.179 -0.489 0.747  N1 1.264, C3 1.520, O6 1.359
3 C 1.032 0.022 -0.015  C2 1.520, C4 1.395, H8 1.236, H9 1.202
4 C 0.704 0.775 -1.143  C3 1.395, C5 1.506
5 C -0.800 0.743 -1.084  C4 1.506, O6 1.467, H10 1.100, H11 1.102
6 O -1.264 0.001 0.093  C2 1.359, C5 1.467
7 H -1.080 -1.379 2.166  N1 1.017
8 H 2.082 -0.039 0.634  C3 1.236
9 H 2.088 -0.515 -0.222  C3 1.202
10 H -1.249 0.281 -1.976  C5 1.100
11 H -1.184 1.773 -1.010  C5 1.102

Results
total charge = 0
Kohn-Sham gap = 9.40 eV

Record 3
Computed, not measured: 3 unconnected molecules or ions with the total composition C5H14O2, with ωB97M-V/def2-TZVPD.

Last columns: bonded neighbours and bond lengths (Å).
Cartesian coordinates (Å):
1 C 0.261 -2.079 1.228  C2 1.476, H6 1.088, H7 1.086, H8 1.102
2 C 0.952 -1.270 0.205  C1 1.476, C3 1.403, C5 1.464
3 C 0.138 -0.627 -0.741  C2 1.403, C4 1.465, H9 1.087
4 C 0.614 0.330 -1.743  C3 1.465, H10 1.083, H11 1.098, H12 1.104
5 C 2.399 -1.135 0.374  C2 1.464, H13 1.080, H14 1.105, H15 1.091
6 H -0.810 -1.887 1.271  C1 1.088
7 H 0.675 -2.017 2.231  C1 1.086
8 H 0.438 -3.158 1.090  C1 1.102
9 H -0.927 -0.844 -0.763  C3 1.087
10 H -0.141 0.993 -2.148  C4 1.083
11 H 1.455 0.899 -1.325  C4 1.098
12 H 1.109 -0.231 -2.556  C4 1.104
13 H 2.888 -2.009 0.778  C5 1.080
14 H 2.534 -0.363 1.153  C5 1.105
15 H 2.978 -0.780 -0.480  C5 1.091
16 H -4.354 0.293 1.104  O18 0.955
17 H -3.399 1.650 1.172  O18 0.955
18 O -4.251 1.230 1.263  H16 0.955, H17 0.955
19 H -0.704 2.959 -0.394  O21 0.961
20 H -0.861 4.457 -0.662  O21 0.964
21 O -0.997 3.588 -1.058  H19 0.961, H20 0.964

Results
total charge = +1
2S+1 = 2
⟨S²⟩ = 0.75
Kohn-Sham gap (spin up / spin down) = 9.49 / 5.92 eV

Record 4
Computed, not measured: 2 unconnected molecules or ions with the total composition C5H12NO2PS, with ωB97M-V/def2-TZVPD.

Last columns: bonded neighbours and bond lengths (Å).
Cartesian coordinates (Å):
1 C 1.401 -2.445 -1.079  C2 1.542, H6 1.103, H7 1.170, H8 1.193
2 C 1.762 -1.889 0.313  C1 1.542, P3 1.819, H9 1.095, H10 1.109
3 P 2.308 -0.181 0.618  C2 1.819, O4 1.466, S5 1.918
4 O 2.613 0.092 2.026  P3 1.466
5 S 2.927 0.915 -0.830  P3 1.918
6 H 0.542 -2.029 -1.633  C1 1.103
7 H 2.357 -2.227 -1.717  C1 1.170
8 H 1.114 -3.595 -0.947  C1 1.193
9 H 2.564 -2.596 0.548  C2 1.095
10 H 0.993 -1.992 1.104  C2 1.109
11 C -2.832 0.245 1.186  N12 1.555, H16 1.076, H17 1.037, H18 1.158
12 N -2.192 1.341 0.287  C11 1.555, C13 1.350, H19 1.052
13 C -0.885 1.258 -0.044  N12 1.350, C14 1.524, O15 1.219
14 C -0.427 2.506 -0.787  C13 1.524, H20 1.183, H21 1.109, H22 1.117
15 O -0.104 0.396 0.321  C13 1.219
16 H -3.577 0.831 1.694  C11 1.076
17 H -3.169 -0.525 0.579  C11 1.037
18 H -1.963 -0.331 1.691  C11 1.158
19 H -2.772 2.007 -0.284  N12 1.052
20 H 0.695 2.322 -1.113  C14 1.183
21 H -0.973 2.451 -1.751  C14 1.109
22 H -0.381 3.444 -0.182  C14 1.117

Results
total charge = 0
Kohn-Sham gap = 9.50 eV
SMILES = CCP(=O)=S.CNC(C)=O

In kcal/mol, the relative energy (zero: lowest compared OMol25 entry of this formula, charge and spin) values for the records above are, in order, 18.5 123.1 13.0 42.4.